Entry 1:
The following is a DFT calculation (wB97M-V/def2-TZVPD) of a 15-piece molecular cluster, C60H165N15O15 overall at a distorted geometry.

Values from the calculation:
E_HOMO = -8.27 eV
DFT total energy = -4334.52833 a.u.
Kohn-Sham gap = 8.6 eV
Energy above the lowest of the compared OMol25 structures with the same formula, charge and spin = 538.85 kJ/mol
LUMO level = 0.296 eV

CARTESIAN COORDINATES (ANGSTROEM)
C: 1.6683 17.8185 18.5130
C: 1.8420 17.6920 19.9995
C: 2.4450 16.3501 20.4079
O: 3.7160 16.2396 19.8561
C: 4.4062 14.9746 19.9752
N: 2.5862 18.8239 20.4923
H: 1.1582 18.7645 18.3318
H: 1.1016 17.0122 18.0473
H: 2.6751 17.9113 18.1058
H: 0.8537 17.8058 20.4450
H: 1.8267 15.5126 20.0849
H: 2.4666 16.2855 21.4958
H: 4.8467 15.0589 20.9686
H: 5.2306 15.0858 19.2708
H: 3.8558 14.0375 19.8916
H: 2.8287 18.6137 21.4499
H: 3.4442 19.0547 20.0120
C: 7.9949 11.3233 17.1129
C: 7.1727 12.6004 16.9720
C: 5.7674 12.5532 17.5752
O: 4.9202 11.9138 16.6873
C: 3.6620 11.6890 17.3326
N: 8.0552 13.6680 17.4623
H: 8.0154 11.0080 18.1560
H: 9.0526 11.2897 16.8516
H: 7.5196 10.5147 16.5576
H: 7.0188 12.8870 15.9317
H: 5.3576 13.5568 17.6894
H: 5.7338 12.0474 18.5401
H: 3.1972 12.6666 17.4600
H: 3.6577 11.1676 18.2898
H: 3.0246 11.0320 16.7408
H: 8.8316 13.7417 16.8206
H: 7.6694 14.5996 17.4036
C: 3.8315 14.6610 13.6050
C: 4.1389 15.8745 14.5407
C: 3.0373 15.9350 15.6765
O: 1.6480 16.0730 15.3012
C: 1.3058 17.3101 14.6689
N: 5.4838 15.5840 15.0081
H: 4.4113 14.5862 12.6850
H: 2.7790 14.6986 13.3242
H: 3.9755 13.6973 14.0934
H: 4.1941 16.8391 14.0361
H: 3.3475 16.6308 16.4561
H: 3.2000 15.0642 16.3115
H: 0.2596 17.1614 14.4019
H: 1.9850 17.4421 13.8267
H: 1.4123 18.0987 15.4138
H: 6.1065 15.6474 14.2153
H: 5.5198 14.5855 15.1555
C: 6.1843 22.3867 22.3245
C: 7.0838 21.5219 21.4403
C: 6.3302 20.7308 20.2863
O: 5.4407 19.8215 20.8577
C: 5.9346 18.7036 21.4976
N: 7.9568 22.4183 20.7609
H: 6.7733 22.9949 23.0110
H: 5.4794 21.6830 22.7672
H: 5.6265 23.0939 21.7107
H: 7.5372 20.7208 22.0239
H: 7.0539 20.2222 19.6493
H: 5.8318 21.5298 19.7373
H: 5.1531 17.9438 21.4944
H: 6.2191 18.8728 22.5361
H: 6.8332 18.3394 20.9997
H: 7.4451 23.2586 20.5325
H: 8.3627 22.1031 19.8914
C: 0.5241 12.8863 22.3734
C: 1.6674 12.1846 22.9892
C: 2.9340 12.0941 22.0923
O: 3.8906 11.2738 22.7223
C: 5.1726 11.2625 22.1720
N: 2.0080 12.8996 24.2375
H: -0.2992 13.1704 23.0288
H: 0.1366 12.3032 21.5380
H: 0.8162 13.8390 21.9315
H: 1.2899 11.2318 23.3606
H: 3.3530 13.0885 21.9385
H: 2.6121 11.6998 21.1285
H: 5.8161 10.9269 22.9852
H: 5.6742 12.1677 21.8298
H: 5.1478 10.4694 21.4246
H: 2.7399 13.5458 23.9788
H: 2.5570 12.2646 24.7993
C: 0.9743 16.5215 24.8944
C: 2.4894 16.6338 24.9108
C: 2.9886 18.0547 25.2249
O: 2.8404 18.8969 23.9894
C: 3.1966 20.2437 24.1708
N: 3.0691 15.7302 25.9050
H: 0.5320 16.9066 23.9755
H: 0.4781 17.2420 25.5447
H: 0.5639 15.5304 25.0879
H: 2.9691 16.4174 23.9562
H: 4.0475 18.0330 25.4826
H: 2.4201 18.3490 26.1071
H: 2.5797 20.5464 25.0169
H: 3.0064 20.8448 23.2816
H: 4.2249 20.4224 24.4853
H: 2.9243 16.0479 26.8527
H: 4.0708 15.6477 25.8050
C: 1.9116 22.8340 21.1484
C: 0.9624 22.1723 20.0644
C: 1.5799 22.1033 18.6228
O: 0.5255 21.7502 17.7489
C: 0.9801 21.2650 16.4971
N: 0.5176 20.8041 20.4766
H: 2.8143 22.2233 21.1373
H: 1.4473 22.8392 22.1345
H: 2.1936 23.8628 20.9244
H: 0.1009 22.8373 20.0051
H: 2.2701 21.2650 18.7177
H: 2.0308 23.0856 18.4821
H: 1.5504 20.3431 16.6112
H: 1.5514 22.0583 16.0150
H: 0.1617 21.1844 15.7817
H: 0.1073 20.3488 19.6737
H: 1.4252 20.3620 20.5054
C: 9.2140 15.0669 20.7603
C: 9.4871 13.6753 21.2243
C: 9.6216 13.6046 22.8059
O: 10.7300 14.3625 23.2786
C: 10.7473 14.3646 24.6658
N: 8.3858 12.7969 20.8047
H: 8.3786 15.5461 21.2708
H: 8.9714 15.1369 19.6999
H: 10.1432 15.6228 20.8855
H: 10.3998 13.2055 20.8577
H: 9.7177 12.5701 23.1358
H: 8.7732 14.1118 23.2651
H: 9.7924 14.5239 25.1666
H: 11.3722 15.2316 24.8801
H: 11.2330 13.4554 25.0201
H: 8.1712 12.9467 19.8292
H: 8.6048 11.8177 20.9197
C: 8.5706 17.6158 24.2320
C: 8.2023 18.7208 25.2005
C: 7.2495 18.4806 26.3538
O: 6.9842 19.7001 27.1063
C: 5.7584 19.6240 27.7800
N: 9.5415 19.2526 25.7730
H: 9.3381 17.9794 23.5489
H: 7.7517 17.2888 23.5913
H: 8.9568 16.7463 24.7639
H: 7.6860 19.5119 24.6569
H: 7.6025 17.6688 26.9898
H: 6.3267 18.1825 25.8561
H: 5.4665 18.6432 28.1553
H: 5.0103 19.9355 27.0510
H: 5.6463 20.3960 28.5413
H: 10.0026 19.8063 25.0652
H: 9.4590 19.8397 26.5906
C: -1.4110 12.2621 14.1246
C: -0.7953 13.5365 14.7826
C: -0.0842 13.2375 16.0670
O: -0.9734 12.8399 17.1430
C: -0.3019 12.7465 18.3970
N: 0.0739 14.2531 13.8421
H: -2.2512 11.9085 14.7222
H: -0.7212 11.4196 14.1755
H: -1.6315 12.4827 13.0802
H: -1.6124 14.2024 15.0603
H: 0.4608 14.0927 16.4666
H: 0.6602 12.4552 15.9193
H: -0.9529 12.3894 19.1950
H: 0.0938 13.7095 18.7197
H: 0.6155 12.1691 18.2817
H: -0.4418 14.7756 13.1485
H: 0.7248 14.8533 14.3280
C: -1.8607 19.7713 17.3788
C: -3.1817 19.0466 17.6357
C: -3.0308 17.8312 18.5935
O: -1.8520 17.0902 18.3227
C: -1.7826 16.1590 17.2411
N: -4.2569 19.9647 18.0588
H: -1.1469 19.0350 17.0093
H: -1.5416 20.2236 18.3178
H: -2.0067 20.4754 16.5597
H: -3.5228 18.6255 16.6900
H: -3.9315 17.2319 18.7267
H: -2.8288 18.3274 19.5427
H: -2.6044 15.4533 17.3629
H: -0.9046 15.5275 17.3765
H: -1.8391 16.5970 16.2446
H: -5.0812 19.4319 18.2969
H: -4.0526 20.5983 18.8183
C: 8.2609 18.1483 16.6111
C: 7.1070 17.7711 17.4979
C: 5.8378 18.6911 17.1688
O: 6.1465 20.1233 17.2562
C: 5.0646 20.8992 16.7977
N: 6.8441 16.3382 17.5463
H: 7.9930 17.9630 15.5709
H: 9.1583 17.5556 16.7883
H: 8.5047 19.2100 16.6484
H: 7.3388 17.9898 18.5403
H: 5.0425 18.4440 17.8720
H: 5.4331 18.4804 16.1788
H: 5.1590 20.9893 15.7155
H: 4.8943 21.8257 17.3460
H: 4.1339 20.3583 16.9690
H: 6.0816 16.2837 18.2064
H: 6.5090 16.0840 16.6281
C: -1.1872 21.7505 23.6332
C: -0.0242 20.7583 24.0978
C: -0.2058 20.2761 25.6084
O: -0.1797 21.3371 26.5414
C: -0.2024 20.9898 27.9059
N: -0.0437 19.6021 23.2445
H: -0.9274 21.9648 22.5965
H: -1.2696 22.6699 24.2128
H: -2.2381 21.4760 23.5413
H: 0.9652 21.2118 24.0381
H: 0.6068 19.5881 25.8418
H: -1.1397 19.7378 25.7705
H: 0.8104 20.7530 28.2318
H: -0.8795 20.1830 28.1864
H: -0.5628 21.8415 28.4828
H: 0.7916 19.0669 23.4340
H: 0.1132 20.0938 22.3764
C: 7.4997 14.4539 27.4093
C: 6.1888 13.9187 26.8012
C: 6.0632 13.8572 25.2703
O: 5.6499 15.1779 24.9230
C: 5.7038 15.3939 23.5366
N: 5.9358 12.6280 27.4484
H: 8.2757 13.7666 27.0725
H: 7.5057 14.4058 28.4983
H: 7.5627 15.4832 27.0563
H: 5.2932 14.4145 27.1756
H: 5.3428 13.1453 24.8673
H: 6.9992 13.5580 24.7987
H: 4.9875 14.7015 23.0944
H: 6.7001 15.1725 23.1538
H: 5.3619 16.3675 23.1854
H: 5.1199 12.3116 26.9441
H: 6.6076 11.9045 27.2356
C: -3.6286 18.6620 22.5513
C: -2.9520 17.4632 23.2349
C: -2.1376 16.5269 22.3205
O: -3.1004 15.8692 21.4743
C: -2.5463 14.7379 20.8500
N: -2.2067 18.0090 24.3033
H: -4.3062 18.3674 21.7499
H: -2.8819 19.2925 22.0687
H: -4.2176 19.2400 23.2633
H: -3.7248 16.8298 23.6704
H: -1.6886 15.7640 22.9564
H: -1.3831 17.0451 21.7287
H: -1.6986 14.9260 20.1911
H: -3.2532 14.2242 20.1984
H: -2.2782 14.0057 21.6116
H: -1.7136 18.8001 23.9145
H: -1.4572 17.3518 24.4655

Atom charges from the Mulliken analysis, given in e for atoms 1 to 6: C 0.70; C 1.44; C -0.44; O 1.79; C 0.03; N 2.35

Entry 2:
The following is a DFT calculation (wB97M-V/def2-TZVPD) of a 2-piece molecular cluster, C3H10NO3 overall at a distorted geometry.

Values from the calculation:
E_HOMO = -14.34 eV
DFT total energy = -400.45214 a.u.
Kohn-Sham gap = 10.8 eV
Energy above the lowest of the compared OMol25 structures with the same formula, charge and spin = 347.93 kJ/mol
Total charge = +1
LUMO level = -3.505 eV

CARTESIAN COORDINATES (ANGSTROEM)
O: 1.8682 1.1456 -0.3931
C: 1.2070 0.4896 -1.0943
C: -0.1087 -0.1438 -0.5578
C: -1.2865 0.7717 -1.0490
O: -1.1529 0.5080 -2.4310
N: -0.0819 -0.3470 1.0267
H: 1.5068 0.4056 -2.1609
H: -0.3414 -1.0133 -1.0176
H: -1.1628 1.8653 -0.8955
H: -2.1832 0.7740 -0.5605
H: -1.3333 1.3322 -3.0806
H: -0.3141 -1.3196 1.4063
H: 0.7272 -0.1307 1.4231
H: -0.7875 0.2880 1.3453
H: 0.1864 -2.8115 3.1050
H: -0.2526 -2.0005 4.3586
O: -0.0082 -1.8619 3.4611

Atom charges from the natural (NBO) analysis, given in e for atoms 1 to 6: O -0.48; C 0.42; C -0.14; C -0.08; O -0.73; N -0.66